# 1
Computed, not measured: an isolated molecule of C6H10O, with ωB97M-V/def2-TZVPD.

```
! RIJCOSX wB97M-V def2-TZVPD def2/J DEFGRID3
* xyz 0 1
C -2.08 0.74 0.04
C -0.65 0.33 -0.14
C 0.24 0.85 -0.98
C 1.62 0.23 -0.89
C 1.33 -0.97 0.09
C -0.08 -0.78 0.70
O -0.26 -0.58 2.10
H -2.24 1.03 1.08
H -2.75 -0.10 -0.18
H -2.33 1.58 -0.62
H 0.00 1.60 -1.73
H 2.42 0.94 -0.63
H 1.88 -0.16 -1.88
H 1.20 -1.71 -0.69
H 2.06 -1.42 0.76
H -0.65 -1.71 0.54
H 0.30 0.14 2.41
*
```

Values from the calculation:
SMILES ... CC1=CCC[C@H]1O
Maximum force ... 0.9 eV/A
Frontier orbital gap ... 10.1 eV
Energy relative to the best compared isomer or geometry (same formula, charge and spin) ... 0.415 eV

# 2
Computed, not measured: an isolated molecule of C5H5PS, with ωB97M-V/def2-TZVPD.

```
! RIJCOSX wB97M-V def2-TZVPD def2/J DEFGRID3
* xyz 0 1
S -3.90 -0.34 -0.15
C -2.28 -0.21 0.00
C -1.29 -1.22 0.17
C 0.04 -1.06 0.43
C 0.77 0.06 0.48
C 0.42 1.34 0.11
P -1.29 1.84 0.21
H -1.76 -2.28 0.04
H 0.46 -2.06 0.43
H 1.84 0.04 0.56
H 1.11 2.19 -0.09
H -1.39 2.58 -0.89
*
```

Values from the calculation:
SMILES ... S=c1cccc[pH]1
Maximum force ... 5.4 eV/A
Frontier orbital gap (spin up / spin down) ... 6.8 / 6.8 eV
Energy relative to the best compared isomer or geometry (same formula, charge and spin) ... 1.554 eV

# 3
Computed, not measured: an isolated molecule of C4H11N5, with ωB97M-V/def2-TZVPD.

```
! RIJCOSX wB97M-V def2-TZVPD def2/J DEFGRID3
* xyz 0 1
H -0.06 -1.47 2.94
N 0.32 -0.62 2.14
C -0.07 -0.76 0.86
N -0.49 -1.88 0.05
N -1.62 -1.60 -0.97
C -0.93 -0.70 -1.92
C 0.10 0.42 -1.37
N -0.01 0.30 0.11
N 0.12 1.60 0.74
C 1.49 1.52 1.05
H -0.94 -2.32 1.00
H -2.28 -1.15 -0.36
H -0.49 -1.25 -2.58
H -1.94 -0.28 -2.26
H 1.08 -0.05 -1.50
H 0.08 1.57 -1.62
H -0.13 2.38 0.17
H 2.00 2.38 1.75
H 2.44 1.63 0.26
H 1.33 0.29 1.51
*
```

Values from the calculation:
SMILES ... [H]/N=C1\NNCCN1NC
Maximum force ... 7.8 eV/A
Frontier orbital gap ... 9.1 eV
Energy relative to the best compared isomer or geometry (same formula, charge and spin) ... 7.921 eV

# 4
Computed, not measured: a structure of composition C21H26BHgN8PS, with ωB97M-V/def2-TZVPD.

```
! RIJCOSX wB97M-V def2-TZVPD def2/J DEFGRID3
* xyz 0 1
Hg -0.58 0.31 -0.32
C 0.13 1.30 4.01
C -0.19 1.70 2.72
N 0.05 0.72 1.86
N 0.56 -0.35 2.60
C 0.58 0.01 3.89
B 0.99 -1.74 1.97
N -0.29 -2.48 1.51
C -0.59 -3.80 1.45
C -1.80 -3.95 0.82
C -2.18 -2.65 0.43
N -1.30 -1.77 0.87
N 1.97 -1.44 0.74
C 3.17 -1.98 0.45
C 3.58 -1.51 -0.78
C 2.53 -0.70 -1.22
N 1.57 -0.68 -0.31
N 1.87 -2.45 3.01
C 1.83 -3.57 3.75
C 2.95 -3.63 4.55
C 3.62 -2.42 4.30
N 3.01 -1.70 3.40
H 0.12 1.90 4.91
H -0.58 2.66 2.43
H 1.00 -0.66 4.65
H 0.11 -4.56 1.80
H -2.35 -4.87 0.68
H -3.08 -2.36 -0.11
H 3.72 -2.58 1.17
H 4.51 -1.68 -1.28
H 2.39 -0.22 -2.18
H 1.00 -4.28 3.70
H 3.25 -4.43 5.23
H 4.55 -2.08 4.76
C 1.50 3.78 -0.24
P 0.44 2.79 -1.38
C -0.74 4.07 -1.97
C 1.54 2.62 -2.85
H 1.97 4.60 -0.80
H 2.28 3.12 0.18
H 0.88 4.15 0.61
H -0.16 4.95 -2.30
H -1.39 4.35 -1.13
H -1.36 3.68 -2.78
H 1.73 3.60 -3.33
H 1.06 1.95 -3.59
H 2.50 2.16 -2.54
S -1.33 -0.48 -2.50
C -2.78 0.30 -3.03
C -3.42 -0.33 -4.14
C -4.54 0.23 -4.70
C -5.04 1.45 -4.20
C -4.42 2.07 -3.12
C -3.30 1.50 -2.52
H -2.99 -1.25 -4.55
H -5.01 -0.27 -5.56
H -5.92 1.90 -4.68
H -4.81 3.02 -2.73
H -2.84 1.98 -1.64
*
```

Values from the calculation:
Maximum force ... 1.7 eV/A
Frontier orbital gap ... 7.8 eV
Energy relative to the best compared isomer or geometry (same formula, charge and spin) ... 0.000 eV

# 5
Computed, not measured: an isolated molecule of CH4OS2, with ωB97M-V/def2-TZVPD.

```
! RIJCOSX wB97M-V def2-TZVPD def2/J DEFGRID3
* xyz 0 1
O -0.54 -1.88 0.34
S -0.69 -0.38 0.89
C 0.59 0.54 -0.04
S -0.47 1.87 -0.96
H 0.19 -2.24 0.96
H 1.13 -0.16 -0.76
H 1.30 1.17 0.54
H -1.51 1.08 -0.96
*
```

Values from the calculation:
SMILES ... OSCS
Maximum force ... 3.7 eV/A
Frontier orbital gap ... 9.0 eV
Energy relative to the best compared isomer or geometry (same formula, charge and spin) ... 0.949 eV

# 6
Computed, not measured: a cluster of 3 separate species, C2H11N3O2 in total, with ωB97M-V/def2-TZVPD.

```
! RIJCOSX wB97M-V def2-TZVPD def2/J DEFGRID3
* xyz 0 1
H 1.29 -1.87 1.10
N 0.66 -1.24 0.61
C 0.51 -0.14 1.25
N 1.26 0.28 2.37
N -0.42 0.76 0.84
C -1.28 0.47 -0.30
H 1.43 1.27 2.38
H 2.16 -0.17 2.37
H -0.60 1.55 1.42
H -1.92 -0.37 -0.10
H -0.65 0.28 -1.16
H -1.89 1.35 -0.50
O -3.60 2.08 -2.49
H -4.21 1.78 -1.81
H -3.57 1.47 -3.23
O 3.95 -2.55 -1.11
H 3.76 -2.73 -0.18
H 3.13 -2.21 -1.48
*
```

Values from the calculation:
SMILES ... [H]/N=C(\N)NC.O.O
Maximum force ... 0.9 eV/A
Frontier orbital gap ... 9.5 eV
Energy relative to the best compared isomer or geometry (same formula, charge and spin) ... 0.614 eV

# 7
Computed, not measured: a structure of composition C21H42BCl22INO7P, with ωB97M-V/def2-TZVPD.

```
! RIJCOSX wB97M-V def2-TZVPD def2/J DEFGRID3
* xyz 0 1
C -2.85 3.30 -3.02
C -1.57 2.89 -3.40
C -0.82 1.88 -2.40
C 0.17 1.03 -3.28
C 0.05 2.85 -1.44
O 1.45 2.59 -1.48
C 1.85 1.61 -0.51
C 2.18 2.37 0.87
O 1.34 1.82 1.94
N 2.12 0.91 2.63
O 1.35 0.12 3.07
C 3.18 0.93 -1.09
B 3.10 -0.68 -1.15
O 2.14 -1.45 -0.43
O 4.08 -1.34 -1.97
O -1.70 1.18 -1.54
C -2.05 -0.14 -1.93
I -3.25 -0.27 -3.77
P -3.25 -0.76 -0.55
C -2.96 -2.60 -0.28
O -2.76 0.10 0.85
H -3.74 3.22 -3.69
H -2.95 3.68 -1.96
H -1.09 3.20 -4.38
H -0.33 0.48 -4.14
H 0.99 1.64 -3.76
H 0.67 0.21 -2.67
H -0.30 2.67 -0.37
H -0.17 3.94 -1.64
H 1.01 0.88 -0.36
H 3.25 2.19 1.18
H 2.03 3.48 0.78
H 4.09 1.25 -0.52
H 3.30 1.29 -2.16
H 1.30 -1.34 -0.92
H 4.33 -2.18 -1.53
H -1.19 -0.88 -1.92
H -1.92 -2.84 0.10
H -3.09 -3.17 -1.25
H -3.73 -2.94 0.47
H -3.43 0.77 1.04
C 6.76 -1.15 -0.31
Cl 6.63 -2.83 -0.84
Cl 8.44 -0.68 -0.05
H 6.33 -0.51 -1.08
H 6.21 -1.03 0.62
C -4.20 -5.95 -1.68
Cl -2.95 -5.04 -2.54
Cl -5.77 -5.14 -1.79
H -4.28 -6.94 -2.12
H -3.92 -6.03 -0.64
C -0.15 6.39 -3.43
Cl -1.32 6.46 -2.10
Cl -0.92 6.78 -4.98
H 0.64 7.11 -3.24
H 0.26 5.39 -3.49
C -9.03 -5.81 -2.85
Cl -9.49 -7.47 -3.24
Cl -9.91 -4.65 -3.84
H -9.25 -5.63 -1.80
H -7.96 -5.69 -3.03
C 1.91 2.07 6.03
Cl 2.35 3.78 6.06
Cl 2.38 1.26 7.54
H 0.83 1.98 5.90
H 2.42 1.58 5.20
C 11.31 -2.06 1.47
Cl 11.73 -0.35 1.53
Cl 11.81 -2.90 2.95
H 10.23 -2.16 1.37
H 11.81 -2.52 0.62
C -12.65 -3.76 -1.86
Cl -12.32 -4.43 -0.25
Cl -14.37 -3.83 -2.24
H -12.33 -2.72 -1.87
H -12.10 -4.33 -2.60
C -0.96 4.28 3.92
Cl -2.16 4.37 5.22
Cl -1.69 4.64 2.35
H -0.17 5.00 4.12
H -0.55 3.27 3.90
C -1.00 -0.11 6.57
Cl -1.42 -1.78 6.18
Cl -1.83 1.03 5.51
H -1.28 0.09 7.60
H 0.07 0.01 6.46
C -7.20 0.07 -0.51
Cl -5.79 0.89 -1.19
Cl -7.73 -1.27 -1.53
H -6.94 -0.32 0.47
H -8.02 0.78 -0.42
C 15.26 -0.29 2.07
Cl 15.54 -1.01 3.66
Cl 16.16 -1.15 0.81
H 14.20 -0.35 1.84
H 15.58 0.75 2.09
*
```

Values from the calculation:
Maximum force ... 4.2 eV/A
Frontier orbital gap ... 7.5 eV
Energy relative to the best compared isomer or geometry (same formula, charge and spin) ... 3.740 eV

# 8
Computed, not measured: a structure of composition C26H39Cl2CoN7PTe4, with ωB97M-V/def2-TZVPD.

```
! RIJCOSX wB97M-V def2-TZVPD def2/J DEFGRID3
* xyz -2 5
Co 2.15 -0.38 0.23
Te 4.51 -0.90 0.92
Te 5.24 -3.41 1.51
Te 3.04 -0.48 5.20
Te 2.41 -0.56 2.52
N 0.21 -0.39 0.57
P -1.04 0.47 0.52
N -1.73 0.87 -1.00
C -0.77 1.13 -2.03
C -0.59 -0.07 -2.97
C -1.94 -0.50 -3.54
C -2.91 -0.78 -2.39
C -3.02 0.46 -1.48
N -1.05 2.00 1.25
C -1.74 3.19 0.83
C -0.73 4.28 0.45
C 0.23 4.53 1.61
C 0.91 3.23 2.02
C -0.17 2.21 2.36
N -2.45 -0.24 1.25
C -3.01 0.34 2.45
C -4.06 -0.60 3.04
C -3.43 -1.92 3.50
C -2.25 -2.28 2.60
C -2.46 -1.68 1.21
H 0.18 1.37 -1.54
H -1.08 2.02 -2.62
H -0.17 -0.89 -2.38
H 0.10 0.19 -3.77
H -1.81 -1.41 -4.15
H -2.34 0.29 -4.18
H -2.52 -1.61 -1.79
H -3.90 -1.05 -2.77
H -3.65 0.24 -0.62
H -3.48 1.29 -2.05
H -2.37 3.56 1.66
H -2.39 2.94 -0.01
H -1.26 5.19 0.17
H -0.15 3.93 -0.42
H -0.32 4.93 2.46
H 0.98 5.27 1.31
H 1.57 3.38 2.87
H 1.50 2.85 1.18
H -0.74 2.56 3.24
H 0.27 1.24 2.62
H -3.48 1.30 2.19
H -2.25 0.54 3.21
H -4.82 -0.79 2.28
H -4.56 -0.09 3.88
H -4.18 -2.70 3.47
H -3.09 -1.83 4.54
H -2.12 -3.37 2.53
H -1.33 -1.86 3.01
H -3.42 -2.05 0.79
H -1.67 -1.99 0.53
Cl 3.57 3.93 -0.19
C 3.52 3.07 -1.72
C 3.87 3.77 -2.84
C 3.90 3.15 -4.09
C 3.59 1.80 -4.17
C 3.24 1.11 -3.03
Cl 2.91 -0.60 -3.17
C 3.14 1.68 -1.71
N 2.78 1.02 -0.67
H 4.14 4.81 -2.74
H 4.18 3.70 -4.97
H 3.62 1.28 -5.11
N 1.81 -6.79 -0.10
C 1.85 -5.39 -0.15
C 0.94 -4.60 0.57
C 1.03 -3.24 0.49
N 1.93 -2.57 -0.26
C 2.77 -3.34 -0.99
C 2.76 -4.71 -0.97
H 1.40 -7.12 0.77
H 2.72 -7.20 -0.26
H 0.19 -5.05 1.21
H 0.33 -2.62 1.04
H 3.47 -2.82 -1.62
H 3.48 -5.25 -1.57
*
```

Values from the calculation:
Maximum force ... 4.5 eV/A
Frontier orbital gap (spin up / spin down) ... 5.0 / 5.2 eV

# 9
Computed, not measured: the ion C19H25FN3O2 with charge +1, with ωB97M-V/def2-TZVPD.

```
! RIJCOSX wB97M-V def2-TZVPD def2/J DEFGRID3
* xyz 1 1
C 3.46 -3.35 1.58
O 2.35 -3.26 2.45
C 1.44 -2.30 2.27
C 0.38 -2.27 3.19
C -0.61 -1.32 3.09
C -0.60 -0.36 2.07
C -1.78 0.58 2.01
C -3.00 -0.13 1.31
N -3.10 -0.08 -0.12
C -2.15 -0.78 -0.95
C -1.08 0.14 -1.53
O -0.98 1.32 -1.16
N -0.29 -0.43 -2.44
C 0.80 0.11 -3.15
C 1.11 1.47 -3.20
C 2.20 1.90 -3.93
C 3.00 1.00 -4.62
C 2.70 -0.35 -4.58
C 1.61 -0.78 -3.85
F 1.30 -2.09 -3.79
N -1.49 1.89 1.38
C -2.64 2.81 1.44
C -0.33 2.56 2.00
C 0.45 -0.39 1.17
C 1.46 -1.34 1.26
H 4.05 -4.19 1.93
H 4.06 -2.44 1.61
H 3.13 -3.53 0.55
H 0.37 -3.01 3.98
H -1.41 -1.32 3.81
H -2.10 0.78 3.04
H -2.96 -1.18 1.61
H -3.93 0.29 1.70
H -3.33 0.82 -0.51
H -2.69 -1.24 -1.78
H -1.67 -1.58 -0.37
H -0.45 -1.41 -2.64
H 0.49 2.17 -2.67
H 2.43 2.95 -3.96
H 3.85 1.35 -5.18
H 3.30 -1.08 -5.11
H -1.28 1.70 0.35
H -3.50 2.40 0.93
H -2.37 3.75 0.96
H -2.91 3.01 2.48
H -0.07 3.45 1.43
H -0.57 2.84 3.02
H 0.53 1.89 2.02
H 0.53 0.33 0.37
H 2.26 -1.31 0.54
*
```

Values from the calculation:
SMILES ... COc1ccc([C@H](CNCC(=O)Nc2ccccc2F)[NH+](C)C)cc1
Maximum force ... 0.9 eV/A
Frontier orbital gap ... 9.2 eV
Energy relative to the best compared isomer or geometry (same formula, charge and spin) ... 0.068 eV

# 10
Computed, not measured: a cluster of 2 separate species, C5H15N2O in total, with ωB97M-V/def2-TZVPD.

```
! RIJCOSX wB97M-V def2-TZVPD def2/J DEFGRID3
* xyz 1 1
C 0.94 -0.92 -0.15
N 1.16 -0.04 1.10
C 0.21 1.12 0.87
C 0.83 2.24 0.07
C -0.26 3.25 -0.26
O -0.82 3.69 0.98
C -0.41 -1.42 -0.14
N -0.94 -4.96 -0.76
H 1.20 -0.31 -1.02
H 1.69 -1.74 -0.18
H 0.58 -0.63 1.69
H -0.60 0.68 0.24
H -0.18 1.47 1.82
H 1.66 2.74 0.58
H 1.22 1.86 -0.88
H -0.97 2.77 -0.93
H 0.13 4.15 -0.75
H -1.39 4.42 0.80
H -0.81 -1.81 0.78
H -0.76 -1.76 -1.11
H -0.03 -5.34 -0.57
H -1.53 -5.48 -1.38
H -0.92 -3.97 -0.79
*
```

Values from the calculation:
Maximum force ... 3.6 eV/A
Frontier orbital gap ... 4.8 eV
Energy relative to the best compared isomer or geometry (same formula, charge and spin) ... 6.113 eV

# 11
Computed, not measured: a structure of composition C9H16ClLiN2O10, with ωB97M-V/def2-TZVPD.

```
! RIJCOSX wB97M-V def2-TZVPD def2/J DEFGRID3
* xyz 0 1
C -1.96 -0.13 3.12
C -0.61 0.59 2.90
O 0.27 0.58 3.65
N -0.51 1.40 1.61
O 0.04 2.63 2.02
C -0.47 3.70 1.29
N -1.64 3.55 0.46
O 0.10 4.72 1.39
C 0.40 0.67 0.75
C 1.91 0.99 0.73
O -0.09 -0.21 0.09
H -2.24 0.03 4.18
H -2.73 0.38 2.50
H -1.83 -1.19 2.85
H -1.38 3.10 -0.41
H -2.31 2.98 0.98
H 2.15 2.03 1.03
H 2.38 0.31 1.47
H 2.28 0.84 -0.31
O 2.80 -1.25 -2.65
C 1.98 -1.61 -3.43
O 1.56 -0.76 -4.42
C 0.73 -1.16 -5.49
C -0.74 -1.07 -5.09
C 1.31 -2.95 -3.29
H 1.00 -2.15 -5.86
H 0.92 -0.46 -6.31
H -0.97 -1.75 -4.27
H -1.38 -1.32 -5.94
H -0.97 -0.05 -4.75
H 0.48 -2.87 -2.58
H 2.04 -3.66 -2.89
H 0.95 -3.38 -4.23
Li -3.14 -0.62 -4.63
O -0.35 -1.34 8.16
Cl -0.06 -0.39 7.11
O 0.00 0.94 7.67
O -1.11 -0.44 6.11
O 1.21 -0.72 6.49
*
```

Values from the calculation:
Maximum force ... 2.9 eV/A
Frontier orbital gap ... 2.7 eV

# 12
Computed, not measured: an isolated molecule of C4H6O2, with ωB97M-V/def2-TZVPD.

```
! RIJCOSX wB97M-V def2-TZVPD def2/J DEFGRID3
* xyz 0 1
O -1.72 1.68 0.71
C -0.98 0.86 0.24
C -0.99 -0.67 0.17
C 0.50 -0.61 -0.22
O 1.27 -0.93 0.91
C 0.39 0.93 -0.46
H -1.22 -1.20 1.10
H -1.64 -1.03 -0.64
H 0.79 -1.20 -1.09
H 2.16 -0.57 0.79
H 0.29 1.19 -1.52
H 1.14 1.57 0.01
*
```

Values from the calculation:
SMILES ... O=C1CC(O)C1
Maximum force ... 0.7 eV/A
Frontier orbital gap ... 10.4 eV
Energy relative to the best compared isomer or geometry (same formula, charge and spin) ... 1.299 eV

- Which formula does entry 2 have?
  C5H5PS